{"formula": "C38H32F5MoN5O2S", "method": "ωB97M-V/def2-TZVPD", "symbols": ["Mo", "C", "N", "C", "C", "C", "N", "C", "C", "F", "C", "F", "C", "C", "F", "C", "F", "H", "H", "H", "H", "H", "H", "H", "H", "H", "H", "H", "C", "O", "C", "C", "C", "C", "C", "C", "N", "N", "C", "C", "C", "C", "O", "C", "N", "C", "C", "C", "C", "H", "H", "H", "H", "H", "H", "H", "H", "H", "H", "H", "H", "F", "C", "C", "C", "C", "C", "C", "H", "H", "H", "H", "S", "C", "C", "C", "C", "C", "C", "H", "H", "H", "H", "H"], "coordinates": [[-0.609, 1.499, 0.021], [1.867, 3.560, 0.872], [1.001, 2.547, 1.512], [1.863, 1.708, 2.362], [0.002, 3.216, 2.363], [-1.045, 2.243, 2.883], [-1.373, 1.190, 1.889], [-2.188, 0.142, 2.373], [-2.319, -1.091, 1.709], [-1.645, -1.339, 0.581], [-3.106, -2.123, 2.164], [-3.146, -3.249, 1.441], [-3.830, -2.037, 3.330], [-3.734, -0.848, 4.002], [-4.422, -0.671, 5.138], [-2.961, 0.202, 3.548], [-3.040, 1.320, 4.290], [2.402, 4.136, 1.634], [2.595, 3.062, 0.231], [1.275, 4.236, 0.267], [2.355, 2.329, 3.116], [1.278, 0.944, 2.866], [2.629, 1.222, 1.757], [0.490, 3.691, 3.219], [-0.467, 3.991, 1.771], [-0.689, 1.783, 3.808], [-1.920, 2.829, 3.132], [-4.443, -2.856, 3.685], [0.556, -7.060, 0.938], [0.553, -6.097, -0.107], [1.701, -5.430, -0.349], [2.905, -5.672, 0.302], [4.026, -4.910, -0.021], [3.950, -3.885, -0.946], [2.747, -3.681, -1.629], [1.639, -4.448, -1.340], [5.156, -3.142, -1.196], [5.115, -1.958, -1.555], [3.951, -1.137, -1.444], [3.790, -0.189, -2.416], [2.664, 0.661, -2.489], [1.707, 0.575, -1.531], [0.619, 1.309, -1.433], [1.886, -0.342, -0.455], [0.887, -0.307, 0.471], [0.987, -1.109, 1.503], [2.125, -1.900, 1.736], [3.149, -1.905, 0.832], [3.017, -1.168, -0.364], [-0.460, -7.432, 1.009], [0.844, -6.611, 1.890], [1.229, -7.890, 0.713], [2.990, -6.447, 1.052], [4.972, -5.091, 0.479], [2.690, -2.930, -2.408], [0.703, -4.293, -1.863], [4.551, -0.154, -3.189], [2.554, 1.374, -3.299], [0.162, -1.115, 2.202], [2.188, -2.493, 2.640], [4.057, -2.456, 1.043], [-1.334, 7.479, -1.810], [-1.226, 6.179, -1.474], [-0.258, 5.407, -2.078], [-0.135, 4.074, -1.697], [-0.956, 3.482, -0.729], [-1.951, 4.314, -0.187], [-2.087, 5.652, -0.536], [0.389, 5.845, -2.830], [0.635, 3.484, -2.175], [-2.660, 3.907, 0.524], [-2.855, 6.278, -0.092], [-2.947, 1.226, -0.474], [-3.319, 1.034, -2.195], [-4.664, 0.996, -2.573], [-5.012, 0.752, -3.897], [-4.028, 0.551, -4.858], [-2.691, 0.615, -4.492], [-2.332, 0.851, -3.170], [-5.425, 1.147, -1.815], [-6.061, 0.720, -4.176], [-4.303, 0.340, -5.886], [-1.918, 0.476, -5.241], [-1.293, 0.885, -2.879]], "e_tot_ha": -2857.1520, "charge": 0, "e_above_lowest_kj_mol": 99.0, "multiplicity": 3, "max_force_ev_per_a": 2.21, "gap_ev": [6.3367, 6.5399], "lumo_ev": [-0.7, -0.9]}

{"formula": "C38H33BCl2N4O5Sc", "method": "ωB97M-V/def2-TZVPD", "symbols": ["Sc", "Cl", "C", "C", "C", "Cl", "C", "C", "C", "C", "N", "C", "C", "O", "H", "H", "H", "H", "O", "C", "N", "C", "C", "O", "N", "C", "C", "C", "C", "C", "C", "C", "C", "C", "C", "C", "C", "H", "H", "H", "H", "H", "H", "H", "H", "H", "H", "H", "C", "C", "C", "C", "C", "C", "C", "C", "N", "H", "H", "H", "H", "H", "H", "C", "C", "C", "O", "B", "O", "C", "C", "C", "H", "H", "H", "H", "H", "H", "H", "H", "H", "H", "H", "H"], "coordinates": [[-0.137, 0.255, -0.535], [-2.407, -4.136, 0.373], [-1.917, -3.047, 1.637], [-2.151, -3.410, 2.976], [-1.767, -2.595, 3.997], [-2.057, -3.094, 5.649], [-1.146, -1.349, 3.729], [-0.709, -0.424, 4.704], [-0.145, 0.754, 4.312], [-0.033, 1.037, 2.938], [-0.424, 0.203, 2.013], [-0.945, -0.996, 2.382], [-1.280, -1.870, 1.295], [-1.014, -1.501, 0.081], [-2.636, -4.353, 3.189], [-0.821, -0.666, 5.752], [0.214, 1.472, 5.037], [0.385, 1.978, 2.593], [1.822, 0.155, -1.686], [2.532, -0.069, -0.681], [3.885, -0.148, -0.661], [4.348, -0.282, 0.708], [2.960, -0.401, 1.442], [2.848, -0.576, 2.639], [1.968, -0.255, 0.528], [5.207, -1.531, 0.922], [5.808, -2.168, -0.157], [6.635, -3.267, 0.038], [6.865, -3.747, 1.318], [6.262, -3.118, 2.401], [5.443, -2.015, 2.207], [5.129, 0.954, 1.178], [5.960, 1.629, 0.289], [6.713, 2.718, 0.702], [6.649, 3.149, 2.019], [5.828, 2.477, 2.914], [5.076, 1.385, 2.500], [4.434, 0.156, -1.444], [5.618, -1.825, -1.166], [7.090, -3.753, -0.817], [7.504, -4.608, 1.472], [6.426, -3.490, 3.405], [4.963, -1.537, 3.050], [6.037, 1.310, -0.744], [7.349, 3.230, -0.010], [7.233, 4.001, 2.344], [5.766, 2.806, 3.945], [4.430, 0.871, 3.199], [-1.349, -0.097, -2.540], [-0.632, -0.132, -3.797], [-0.201, 1.048, -4.442], [0.521, 1.021, -5.613], [0.863, -0.196, -6.211], [0.454, -1.379, -5.590], [-0.273, -1.345, -4.418], [1.614, -0.231, -7.438], [2.220, -0.253, -8.418], [-1.893, -1.008, -2.303], [-1.986, 0.785, -2.431], [-0.441, 2.001, -3.982], [0.839, 1.945, -6.082], [0.716, -2.328, -6.042], [-0.577, -2.274, -3.949], [-3.553, 3.507, -1.510], [-3.001, 3.322, -0.103], [-4.140, 3.136, 0.881], [-2.208, 2.121, -0.111], [-0.845, 2.440, -0.188], [-0.690, 3.810, -0.055], [-1.954, 4.409, 0.305], [-2.089, 5.723, -0.442], [-1.910, 4.667, 1.806], [-4.148, 2.628, -1.768], [-2.744, 3.587, -2.239], [-4.187, 4.394, -1.585], [-4.786, 2.332, 0.527], [-4.739, 4.049, 0.961], [-3.774, 2.865, 1.870], [-1.957, 5.583, -1.513], [-1.321, 6.416, -0.092], [-3.068, 6.175, -0.261], [-1.769, 3.733, 2.355], [-2.822, 5.153, 2.162], [-1.060, 5.318, 2.020]], "e_tot_ha": -3769.3872, "charge": -1, "e_above_lowest_kj_mol": 0.0, "max_force_ev_per_a": 1.43, "gap_ev": 6.7808, "lumo_ev": 2.3}

- Number 2 is which compound?
  C38H33BCl2N4O5Sc

- Which formula does entry 2 have?
  C38H33BCl2N4O5Sc